# 1
12
Properties=species:S:1:pos:R:3:forces:R:3 method="wB97M-V/def2-TZVPD" relative_energy_kcal_mol=72.51 e_homo_ha=-0.350 lumo_ev=0.5 smiles="O=C[C@@H]1CC=NO1" orbital_gap_ev=10.0 energy_ev=-9811.171
C -1.4664 0.5423 -0.1714 -0.6 -3.1 -0.1
C -0.2118 0.3408 0.7016 -0.6 1.0 0.7
C 0.9072 1.1645 0.1381 0.7 1.1 0.7
C 1.5804 0.1005 -0.6709 -0.5 -1.5 0.4
H -1.6895 1.4801 -0.6524 0.1 1.1 0.1
H -0.4052 0.4250 1.7634 -0.5 0.9 0.2
H 1.6015 1.5404 0.9210 -0.3 -0.1 -0.4
H 0.5030 2.0274 -0.3940 0.3 0.0 -0.2
H 2.4248 0.2203 -1.3676 -0.8 -0.3 0.4
N 1.1447 -1.0693 -0.2874 3.6 0.7 -3.2
O -2.1701 -0.4113 -0.4376 0.5 1.0 0.3
O 0.2571 -0.9758 0.6572 -1.9 -0.8 1.2

***

# 2
227
Properties=species:S:1:pos:R:3:forces:R:3 method="wB97M-V/def2-TZVPD" total_charge=-1 e_homo_ha="-0.237 / -0.237" lumo_ev="1.8 / -0.2" orbital_gap_ev="8.2 / 6.3" multiplicity=2 energy_ev=-180128.119
Ag 0.8265 -0.6589 2.5650 -0.3 0.0 0.3
S -1.0354 -1.4538 0.7518 -1.1 0.0 -1.7
O 0.3943 -0.9830 0.5147 0.0 0.0 -0.2
O -1.9757 -0.7020 -0.0500 0.2 0.5 -0.2
O -1.1636 -2.8772 0.4969 0.5 -0.6 0.1
O -1.2692 -1.1498 2.1957 0.4 0.0 1.2
N 2.9165 0.0218 2.8846 -0.6 1.0 -1.1
S 3.5739 0.7848 1.6202 1.2 -1.8 1.2
O 3.7755 -0.1618 0.5811 0.0 -0.4 -0.9
O 4.6308 1.6582 1.9508 -0.1 0.8 0.0
F 2.3365 1.5599 1.2341 -1.1 1.2 -0.6
S 3.6957 -0.3068 4.1876 0.8 -1.3 1.6
O 2.9731 -0.0385 5.3802 0.2 1.3 0.2
O 5.0962 -0.0657 4.0796 -0.3 0.1 0.1
F 3.5228 -1.8720 4.1717 0.5 -0.5 -0.4
C 0.5750 -7.1340 -3.5763 0.5 0.1 1.4
O -0.2458 -6.6049 -2.5131 -0.1 -0.2 -1.0
H 0.1616 -6.8484 -4.5081 -0.2 0.5 -1.1
H 1.6066 -6.7393 -3.4665 -0.6 -0.3 -0.2
H 0.5848 -8.2241 -3.5511 0.1 -0.1 0.2
H -1.1044 -6.4047 -2.9595 0.2 0.0 0.7
C 2.5481 -3.8737 -6.5914 0.1 -2.2 -0.5
O 3.0881 -4.9026 -5.7791 -0.8 0.5 1.9
H 2.9410 -2.9660 -6.2695 0.3 2.0 0.5
H 2.9791 -4.1100 -7.5501 -0.4 0.3 -0.8
H 1.4547 -3.9188 -6.5753 0.1 0.3 -0.2
H 2.7420 -4.6085 -4.8899 0.7 -0.8 -0.6
C -6.8933 3.7077 1.7542 -1.4 -1.4 -1.8
C -5.4259 3.9767 1.4553 0.4 -0.2 0.8
C -4.7564 2.7949 0.6974 -2.3 -0.2 -0.4
C -3.4089 3.1592 0.1746 0.4 0.5 0.9
C -3.5328 4.4317 -0.6577 0.9 0.5 -0.4
C -4.1783 5.6649 -0.0103 0.2 -0.1 0.3
N -5.3773 5.1899 0.6296 -1.0 0.4 0.1
O -6.0105 6.2837 1.2754 0.2 0.9 1.2
C -3.1951 6.3335 0.9567 0.7 -0.6 -1.2
C -4.6383 6.7323 -1.0694 0.6 -0.2 0.5
C -4.7151 4.1244 2.7831 2.0 -0.2 1.3
H -7.3712 4.3256 2.4809 0.1 1.2 0.3
H -7.1605 2.7047 2.1778 0.9 0.4 -0.7
H -7.4245 3.8384 0.7510 0.3 -0.3 1.4
H -4.8029 1.9299 1.3701 0.4 0.1 0.0
H -5.4304 2.4894 -0.1445 0.4 0.4 0.4
H -3.0267 2.3843 -0.4796 0.2 -0.2 0.1
H -2.7207 3.2656 1.0512 -0.2 0.1 -0.8
H -4.0901 4.1618 -1.5523 -0.2 0.1 -0.2
H -2.5270 4.7516 -0.9651 -0.2 -0.2 -0.2
H -3.6268 7.1623 1.4576 -0.2 1.2 0.1
H -2.7772 5.7311 1.7347 0.2 -0.7 0.2
H -2.3597 6.5875 0.3062 0.2 0.7 0.3
H -5.5532 6.3374 -1.4534 -0.6 -0.2 -0.6
H -4.8881 7.7123 -0.6282 0.3 -0.5 0.0
H -3.9219 6.8970 -1.8907 -0.1 -0.2 0.4
H -3.6744 4.5507 2.7096 -1.0 -0.7 -0.1
H -4.6016 3.1287 3.2953 -0.3 0.9 -0.4
H -5.2060 4.7934 3.4849 -0.4 0.0 0.0
H -5.4117 6.7712 1.9419 -0.8 -1.5 -1.3
C 4.9972 6.6181 -1.6559 0.2 0.3 2.5
C 3.7256 5.9544 -1.1702 -1.3 1.0 1.9
C 3.4670 6.2984 0.3387 1.5 -0.7 0.1
C 3.0751 7.7216 0.6112 -1.1 0.8 -2.2
C 1.7295 7.9340 -0.1885 2.3 -1.8 0.6
C 1.9149 7.7219 -1.6974 0.6 1.2 0.6
N 2.5286 6.4148 -1.8953 -0.8 -1.0 0.0
O 2.8451 6.3405 -3.2630 -0.2 -0.8 -1.2
C 0.5001 7.8317 -2.2607 0.7 0.2 -0.7
C 2.7661 8.8339 -2.3348 -0.9 1.0 -0.6
C 3.8010 4.4130 -1.1698 0.8 -0.3 -1.6
H 5.7342 5.9837 -1.1618 0.7 0.3 -0.3
H 5.0767 7.6607 -1.2099 0.1 -1.3 -0.9
H 5.0639 6.5581 -2.7076 0.3 0.3 -1.1
H 2.7003 5.5769 0.6530 0.0 0.4 0.3
H 4.4225 6.0461 0.8662 -0.7 0.0 -0.3
H 3.8019 8.4754 0.2585 0.0 -0.5 0.0
H 2.9337 7.9786 1.6306 -0.3 -0.2 1.2
H 1.3195 8.8651 0.0627 -0.9 1.4 0.0
H 1.1046 7.1089 0.1387 -0.6 0.1 0.2
H -0.1335 7.0891 -1.8132 -0.6 0.0 0.4
H 0.1719 8.8743 -2.2481 -0.3 -0.1 1.1
H 0.4528 7.7234 -3.3185 0.4 -0.9 -1.1
H 2.7912 8.7798 -3.4427 -0.2 -0.1 0.7
H 2.3232 9.8030 -2.0541 0.0 -0.2 -0.2
H 3.7765 8.8988 -2.0067 0.7 -0.3 0.3
H 4.5121 4.0644 -1.9491 -0.5 0.2 -0.1
H 2.8204 3.9558 -1.3716 0.2 0.2 0.4
H 4.2727 4.0016 -0.2760 -0.4 0.2 0.3
H 2.6386 5.4199 -3.4893 -0.1 0.3 -0.1
C 5.6920 -4.0429 -3.1744 -0.3 -0.8 0.8
C 6.6377 -3.2450 -2.2911 0.8 0.5 -0.5
C 8.0064 -3.1972 -2.9898 1.7 -1.5 -0.1
C 7.9970 -2.3955 -4.2703 -1.9 0.4 -0.8
C 7.5805 -0.9907 -3.8573 0.6 1.1 1.0
C 6.1986 -0.8856 -3.1219 0.7 -0.3 -1.4
N 6.2551 -1.8629 -2.0049 -0.5 0.2 -0.9
O 4.9446 -1.9207 -1.3936 1.1 0.7 0.5
C 6.0002 0.5208 -2.5098 -1.0 -0.5 0.0
C 5.1040 -1.1412 -4.2104 -0.6 -0.8 0.6
C 6.8231 -3.9237 -0.9460 1.9 0.6 -0.5
H 6.0301 -5.0880 -3.2119 -0.1 0.2 0.1
H 5.5783 -3.7188 -4.1841 0.1 0.3 -0.6
H 4.7053 -4.0339 -2.7341 -0.4 -0.1 0.1
H 8.8484 -2.7798 -2.3485 -1.1 -0.6 -0.3
H 8.2361 -4.2878 -3.2261 0.0 1.2 0.4
H 7.2532 -2.8380 -5.0000 0.8 0.5 0.7
H 8.9139 -2.2978 -4.8351 0.6 -0.4 0.2
H 7.7118 -0.2365 -4.6501 -0.7 -0.3 0.0
H 8.3441 -0.6479 -3.1247 -0.3 -0.2 -0.1
H 4.9415 0.5812 -2.2327 0.0 0.0 0.2
H 6.5633 0.7094 -1.5828 0.2 -0.1 -0.6
H 6.0936 1.3053 -3.2653 0.5 -0.1 0.1
H 5.3562 -1.9217 -4.9504 0.4 0.8 0.1
H 4.1900 -1.5951 -3.7819 0.2 0.6 0.1
H 4.8394 -0.1973 -4.6971 0.1 -0.2 -0.1
H 5.9424 -4.2395 -0.4748 -1.3 -0.4 0.6
H 7.3873 -3.2382 -0.2998 -0.3 -0.1 0.0
H 7.4818 -4.7628 -1.1161 0.0 -0.6 0.1
H 5.2174 -1.3978 -0.6218 -1.2 -0.1 0.2
C -3.1792 -3.3847 6.7179 -1.9 -1.0 0.7
C -3.8606 -4.6062 6.0256 -0.4 0.7 -0.8
C -5.2173 -4.0983 5.4054 0.5 -0.1 0.8
C -5.6822 -4.8918 4.1989 0.0 0.9 -0.4
C -4.5627 -5.1165 3.1722 -0.6 1.0 -0.7
C -3.3553 -5.8558 3.7211 0.5 1.3 1.0
N -2.9647 -4.9584 4.9067 -0.3 -0.6 -1.5
O -1.7488 -5.4017 5.4167 0.9 -0.8 0.6
C -3.6167 -7.3764 4.0357 3.2 1.9 0.2
C -2.1889 -5.7076 2.7112 -1.4 0.6 -0.5
C -4.0132 -5.7875 6.9652 0.7 -1.1 -0.1
H -2.4226 -3.7742 7.3571 1.1 0.1 0.3
H -3.8987 -2.8785 7.3808 0.0 -0.3 -0.1
H -2.8904 -2.6496 6.0017 0.5 0.3 -0.5
H -6.0444 -4.2495 6.1058 0.4 0.3 0.5
H -5.1286 -2.9962 5.2347 -0.1 -1.1 -0.1
H -6.5859 -4.3225 3.8583 0.8 -0.6 -0.5
H -6.0699 -5.8425 4.5157 -0.2 -0.6 0.3
H -4.2272 -4.0873 2.7733 -0.4 -1.7 0.3
H -4.9257 -5.7572 2.3666 -0.2 0.4 -0.4
H -4.5930 -7.5365 4.2963 -2.4 -0.7 0.7
H -3.2755 -7.9887 3.2289 -0.3 -0.3 -0.9
H -2.9312 -7.6996 4.8371 -0.4 0.1 0.1
H -2.0856 -4.6227 2.4305 0.1 -1.0 0.3
H -1.2865 -6.0993 3.1406 0.6 -0.1 0.0
H -2.4625 -6.2626 1.7863 0.3 0.3 0.5
H -3.0522 -6.1555 7.3852 -0.3 0.5 -0.3
H -4.4593 -6.6887 6.5186 -0.1 0.4 -0.2
H -4.6123 -5.5484 7.8001 -0.8 0.5 1.0
H -1.8332 -6.3621 5.6223 0.1 0.7 0.0
C 0.5046 0.7423 -3.0423 0.3 0.3 -0.6
O 0.2133 1.6698 -3.7915 -1.0 1.4 -1.1
N -0.3492 -0.2977 -2.9630 -0.8 0.4 -0.9
N 1.6337 0.8436 -2.3170 0.7 -2.0 1.1
H -0.1726 -1.1571 -2.5470 0.8 -1.4 1.3
H -1.0406 -0.4000 -3.7109 0.4 0.3 0.3
H 2.0993 -0.0243 -2.0274 -0.5 0.5 0.2
H 2.1910 1.6804 -2.3103 -0.4 0.1 -0.4
C 0.0221 2.5602 3.5740 0.5 0.8 0.4
O -0.4524 1.6492 2.8514 0.4 2.2 0.0
N 0.2492 2.2371 4.9097 -0.3 0.2 -1.5
N 0.3765 3.9015 3.1938 -2.0 -3.8 -2.4
H 0.2135 1.2139 5.0310 0.4 0.7 0.2
H 0.9687 2.7821 5.3545 0.1 -0.3 0.3
H 0.1325 4.2653 2.2396 0.3 -0.7 0.9
H 0.6980 4.5465 3.8345 0.6 1.1 1.6
C -2.4927 -4.3784 -3.8722 1.3 1.3 0.2
O -2.5531 -5.5380 -3.5103 0.0 -1.6 -0.7
N -2.7686 -3.3936 -3.0312 -1.0 1.5 1.2
N -1.9276 -3.8860 -5.0360 -0.6 -0.5 0.6
H -3.0626 -3.6294 -2.0807 0.0 0.4 -0.7
H -2.9132 -2.4679 -3.4311 -0.1 -0.3 0.7
H -1.9074 -4.5918 -5.7326 0.1 0.0 -1.0
H -2.1119 -2.9005 -5.2350 0.1 -0.6 -0.4
C -3.0079 0.2618 -5.5908 1.1 -1.1 1.5
O -2.6724 -0.8005 -5.0522 0.3 -0.6 0.2
N -2.5458 1.4213 -5.1402 0.5 0.3 0.6
N -3.8800 0.2678 -6.5891 -0.9 -0.6 -1.0
H -1.7370 1.3953 -4.5139 -0.1 0.4 -0.3
H -2.7426 2.2339 -5.6657 0.1 0.9 -0.2
H -3.9141 1.0774 -7.1415 -0.3 1.0 -0.9
H -3.9303 -0.6025 -7.0831 -0.3 -0.2 -0.1
C -5.0786 -1.0123 -1.6353 -1.3 -2.0 0.7
O -5.9416 -1.7290 -2.2061 1.5 1.6 0.7
N -4.1592 -0.2455 -2.2504 0.6 0.7 -0.5
N -4.9722 -1.0126 -0.2588 -0.2 0.2 -0.9
H -4.0468 -0.3390 -3.2312 -0.4 -0.3 -0.8
H -3.2681 -0.0887 -1.8167 0.2 0.0 0.7
H -4.3265 -0.4410 0.2737 -0.1 -0.3 -0.3
H -5.6725 -1.5758 0.1677 -0.2 -0.1 0.5
C 2.1876 -3.7583 1.8428 -2.3 -0.1 -0.2
O 1.5501 -3.2382 2.7687 0.0 -0.3 -0.3
N 3.4391 -3.4324 1.5851 1.0 0.3 0.2
N 1.6111 -4.6815 0.9941 -1.0 -0.2 0.8
H 3.9098 -3.8437 0.8193 0.5 -0.1 -0.7
H 3.6873 -2.5265 1.9145 0.6 0.4 0.2
H 0.5972 -4.7235 1.1181 0.5 0.0 0.0
H 1.8451 -4.7037 0.0191 0.4 0.1 -0.2
C 1.4927 -3.2480 -2.4430 0.6 0.7 0.2
O 2.1100 -3.5894 -3.4437 -0.2 -1.2 -1.0
N 0.3607 -3.7962 -1.9659 0.4 -0.5 -0.5
N 2.0311 -2.1712 -1.7779 1.2 0.5 2.0
H -0.1355 -3.3915 -1.1544 0.2 -0.7 -0.5
H 0.2043 -4.7444 -2.3679 -0.6 0.8 0.8
H 3.0585 -2.0991 -1.9702 -1.3 -0.1 0.1
H 1.8929 -2.1760 -0.7467 -0.2 0.3 -1.0
C -0.1239 3.5938 -0.5385 0.2 -0.4 -0.5
O -0.0285 4.5823 0.1801 -0.1 0.9 1.2
N -0.2725 2.3547 -0.0577 -0.6 -1.3 2.1
N -0.0486 3.7698 -1.8882 -0.1 -0.4 -0.1
H -0.4920 2.1163 0.9658 0.6 1.0 -1.8
H -0.1833 1.5321 -0.6152 0.0 -0.2 -0.5
H -0.1419 3.1260 -2.6599 0.0 -0.6 0.4
H 0.1578 4.6946 -2.1468 0.3 1.2 -0.1
C -4.3103 -0.0959 4.0134 1.8 -1.3 0.1
O -5.3954 0.4167 4.0976 -0.5 -0.3 -0.3
N -3.1049 0.5771 4.1828 1.0 1.5 -0.7
N -3.9473 -1.4727 3.9184 0.9 2.2 0.6
H -2.3038 0.2195 3.6774 0.0 -0.8 0.1
H -3.0152 1.5459 3.8804 -1.1 0.1 0.6
H -4.4923 -2.1750 3.4881 -0.5 -0.3 -0.5
H -2.9157 -1.5288 3.8784 -1.3 -0.8 -0.4
C -0.0158 -1.8049 5.1602 3.3 2.7 1.6
O 0.5414 -0.7514 4.6339 -1.7 -1.6 0.0
N -0.6811 -2.7378 4.5451 -0.7 -1.1 -1.6
N 0.3017 -1.8634 6.4855 0.1 0.6 -1.8
H -0.5829 -2.7248 3.5325 -0.2 0.3 0.1
H -0.8892 -3.6963 4.8386 0.2 0.6 0.8
H -0.1744 -2.4502 7.0601 -1.5 -2.0 1.9
H 0.8665 -1.1534 6.9042 0.1 0.3 -0.4

***

# 3
72
Properties=species:S:1:pos:R:3:forces:R:3 method="wB97M-V/def2-TZVPD" relative_energy_kcal_mol=36.15 total_charge=+3 e_homo_ha="-0.612 / -0.611" lumo_ev="-12.5 / -12.5" orbital_gap_ev="4.2 / 4.1" energy_ev=-126842.579
Al 0.5380 -0.3014 -0.0959 -1.4 -1.3 0.9
P 1.9630 -2.4309 -0.0078 0.2 -0.1 0.1
P 0.9226 0.5058 2.2413 -0.2 -0.2 0.1
P -0.4175 -0.5450 -2.3683 -0.1 -0.2 -0.1
H -1.2917 4.6694 0.4757 -0.7 -0.8 -0.8
C -1.8933 4.0655 -0.2608 -0.2 0.7 0.0
C -2.9277 3.2975 0.1212 0.8 0.0 0.0
H -3.1655 3.1305 1.1891 0.1 0.2 -0.8
C 3.7065 -2.2262 -0.5179 0.0 0.1 0.0
C 2.0023 -3.1204 1.6904 0.0 -0.1 0.1
C 1.2564 -3.7345 -1.0781 0.0 -0.2 0.1
C 0.0499 2.0839 2.4857 0.1 0.1 0.0
C 0.2495 -0.5797 3.5265 0.0 -0.1 0.2
C 2.6493 0.8421 2.6779 0.1 0.0 0.0
C -1.4754 0.8815 -2.7339 0.0 0.1 0.0
C -1.4855 -2.0009 -2.5790 0.0 -0.2 -0.1
C 0.8294 -0.5807 -3.6750 0.1 0.0 -0.3
H -1.7104 4.2910 -1.3450 -0.1 -0.3 1.1
H -3.5390 2.7915 -0.6371 0.1 0.3 0.4
H 4.3234 -3.1137 -0.2966 -0.4 0.3 0.0
H 4.1290 -1.3538 0.0024 0.0 -0.3 -0.1
H 3.7495 -2.0278 -1.5976 0.0 -0.1 0.2
H 2.6194 -4.0438 1.7469 -0.4 0.6 -0.2
H 0.9703 -3.3553 2.0049 0.4 0.0 -0.1
H 2.4200 -2.3761 2.3898 -0.1 -0.3 -0.3
H 1.8080 -4.6919 -0.9836 -0.2 0.6 0.0
H 1.2881 -3.4163 -2.1302 0.1 -0.1 0.3
H 0.2037 -3.8969 -0.7947 0.4 0.0 -0.1
H 0.6123 2.7025 3.2001 -0.3 -0.2 -0.1
H -0.9558 1.8866 2.8830 0.3 0.1 -0.2
H -0.0470 2.6182 1.5342 0.0 0.0 0.2
H 0.5683 -0.2137 4.5093 -0.1 -0.1 -0.1
H 0.5977 -1.6089 3.3923 -0.1 0.3 0.1
H -0.8467 -0.5673 3.4711 0.3 0.0 0.1
H 2.6758 1.4173 3.6109 0.2 -0.1 -0.2
H 3.1098 1.4177 1.8622 0.0 0.0 0.4
H 3.2032 -0.0950 2.8070 0.0 0.2 0.0
H -1.5318 1.0272 -3.8199 -0.1 -0.1 0.2
H -1.0613 1.7778 -2.2659 -0.1 0.0 -0.1
H -2.4788 0.7127 -2.3282 0.2 0.0 -0.1
H -1.9248 -1.9778 -3.5867 0.1 -0.1 0.2
H -2.2917 -1.9784 -1.8314 0.2 0.0 -0.3
H -0.9133 -2.9317 -2.4479 -0.3 0.4 -0.2
H 0.3481 -0.3605 -4.6373 0.3 -0.1 0.1
H 1.3107 -1.5661 -3.7270 -0.1 0.2 0.0
H 1.5942 0.1776 -3.4505 -0.2 -0.2 -0.3
C 2.6705 2.7131 -1.4975 0.1 0.4 -0.3
C 1.7598 3.7478 -1.1855 -0.6 1.2 0.1
C 1.9983 5.0781 -1.6059 -0.8 -1.3 0.8
C 3.1423 5.3822 -2.3503 0.0 -0.1 0.0
C 4.0508 4.3728 -2.7070 -0.4 -1.4 0.4
C 3.8079 3.0509 -2.2995 0.7 0.3 -0.1
Se 2.4968 0.9986 -0.7969 1.4 1.4 -1.1
H -0.1881 1.1192 -0.2407 0.1 0.8 -0.2
H 0.8721 3.4826 -0.5969 0.3 0.3 -0.3
H 1.2649 5.8513 -1.3284 0.5 -0.4 -0.2
H 3.3211 6.4099 -2.6649 0.0 -0.2 0.1
H 4.9336 4.5976 -3.2995 -0.2 0.0 0.1
H 4.5045 2.2508 -2.5572 -0.1 0.4 0.0
N -1.1045 -1.2431 0.5674 -2.3 -0.7 0.8
C -2.1503 -1.6117 0.9664 2.8 0.7 -0.8
C -3.3231 -2.1681 1.4866 -1.0 -0.3 0.5
C -3.3624 -3.5677 1.6590 -0.2 -0.4 0.0
C -4.5194 -4.1767 2.1601 0.4 0.3 -0.1
C -5.6066 -3.3502 2.5077 0.0 0.0 -0.1
C -5.5801 -1.9451 2.3567 0.4 0.0 -0.1
C -4.4187 -1.3513 1.8513 -0.3 -0.1 0.1
H -2.4722 -4.1544 1.4007 -0.5 0.1 0.1
H -4.5502 -5.2851 2.2714 -0.1 1.1 0.0
H -6.5039 -3.8171 2.9103 0.2 0.1 -0.1
H -6.4559 -1.3160 2.6279 0.8 -0.7 -0.2
H -4.3285 -0.2696 1.7391 -0.2 -0.3 0.0